# 1
{
  "formula": "C5H10O2",
  "method": "ωB97M-V/def2-TZVPD",
  "symbols": ["C", "C", "C", "O", "C", "C", "O", "H", "H", "H", "H", "H", "H", "H", "H", "H", "H"],
  "xyz": [[-2.498, -0.283, 0.016], [-1.144, 0.174, -0.487], [-0.004, 0.086, 0.348], [0.602, -1.514, -0.517], [1.184, 0.993, 0.188], [2.469, 0.286, 0.559], [3.423, 0.210, -0.175], [-3.143, -0.585, -0.817], [-2.393, -1.155, 0.673], [-3.031, 0.496, 0.576], [-0.412, -0.908, -0.980], [-1.137, 0.991, -1.211], [-0.096, -0.403, 1.317], [1.398, -1.416, -1.068], [1.042, 1.856, 0.856], [1.265, 1.365, -0.838], [2.475, -0.193, 1.560]],
  "e_above_lowest_kcal_mol": 99.8,
  "charge": 0,
  "total_energy_ha": -346.8664,
  "homo_lumo_gap_ev": 9.51
}

***

# 2
{
  "formula": "C4H8O2",
  "method": "ωB97M-V/def2-TZVPD",
  "symbols": ["C", "O", "C", "C", "C", "O", "H", "H", "H", "H", "H", "H", "H", "H"],
  "xyz": [[1.653, -0.614, -1.040], [0.452, 0.133, -1.038], [-0.484, -0.415, -0.164], [-0.372, 0.019, 1.285], [-1.490, 0.526, 0.416], [-1.589, 1.858, 0.034], [1.565, -1.488, -1.699], [1.908, -0.956, -0.027], [2.451, 0.033, -1.409], [-0.781, -1.444, -0.385], [0.441, 0.718, 1.487], [-0.574, -0.670, 2.098], [-2.481, 0.120, 0.598], [-0.700, 2.181, -0.157]],
  "e_above_lowest_kcal_mol": 56.3,
  "charge": 0,
  "total_energy_ha": -307.6227,
  "homo_lumo_gap_ev": 10.54,
  "smiles": "CO[C@H]1C[C@H]1O"
}

***

# 3
{
  "formula": "C4H10N4O2",
  "method": "ωB97M-V/def2-TZVPD",
  "symbols": ["C", "C", "C", "C", "H", "H", "H", "H", "H", "H", "H", "H", "H", "H", "N", "N", "N", "N", "O", "O"],
  "xyz": [[0.192, -3.525, 1.609], [1.146, -1.564, 0.500], [0.606, -0.861, -0.761], [-0.745, 2.511, -0.621], [0.969, -4.193, 0.868], [-0.843, -4.209, 1.822], [0.642, -3.463, 2.604], [1.570, -0.316, -1.218], [0.337, -1.689, -1.578], [-1.393, 0.038, -0.395], [-0.561, 2.133, 1.045], [-0.584, 4.009, 0.707], [-0.766, 4.244, -1.359], [-0.139, 2.871, -2.433], [-0.243, 0.328, -0.226], [-0.325, 1.438, -1.200], [-1.347, 2.781, 0.675], [-0.873, 3.336, -1.785], [0.049, -2.070, 1.081], [2.307, -1.799, 0.666]],
  "e_above_lowest_kcal_mol": 170.3,
  "charge": 0,
  "total_energy_ha": -527.6591,
  "homo_lumo_gap_ev": 8.58
}

***

# 4
{
  "formula": "C38H56BaN7O3Si3",
  "method": "ωB97M-V/def2-TZVPD",
  "symbols": ["Ba", "C", "C", "C", "C", "C", "C", "N", "C", "C", "C", "C", "C", "N", "C", "C", "C", "C", "C", "C", "N", "H", "H", "H", "H", "H", "H", "H", "H", "H", "H", "H", "H", "H", "H", "H", "C", "C", "C", "C", "C", "C", "N", "N", "Si", "C", "C", "C", "H", "H", "H", "H", "H", "H", "H", "H", "H", "H", "H", "H", "H", "H", "H", "C", "Si", "C", "C", "C", "Si", "C", "C", "C", "H", "H", "H", "H", "H", "H", "H", "H", "H", "H", "H", "H", "H", "H", "H", "H", "H", "H", "H", "O", "H", "H", "C", "N", "C", "C", "C", "O", "N", "C", "O", "H", "H", "H", "H", "H"],
  "xyz": [[-0.867, -0.896, -0.143], [0.009, -3.765, 1.740], [1.026, -2.698, 2.065], [2.180, -2.985, 2.774], [3.081, -1.958, 3.031], [2.789, -0.672, 2.624], [1.589, -0.437, 1.959], [0.747, -1.443, 1.669], [1.162, 0.961, 1.622], [1.590, 1.972, 2.443], [1.074, 3.259, 2.198], [0.193, 3.467, 1.185], [-0.204, 2.385, 0.319], [0.304, 1.135, 0.589], [-1.085, 2.602, -0.758], [-1.732, 3.861, -0.967], [-2.871, 3.938, -1.700], [-3.492, 2.683, -2.075], [-2.826, 1.521, -1.978], [-3.529, 0.203, -2.217], [-1.381, 1.541, -1.736], [0.284, -4.716, 2.199], [-0.074, -3.921, 0.653], [-0.982, -3.474, 2.111], [2.380, -4.002, 3.097], [4.014, -2.165, 3.542], [3.498, 0.133, 2.768], [2.250, 1.787, 3.276], [1.367, 4.086, 2.838], [-0.212, 4.457, 1.036], [-1.350, 4.763, -0.498], [-3.374, 4.882, -1.866], [-4.548, 2.667, -2.332], [-4.507, 0.204, -1.733], [-2.975, -0.641, -1.818], [-3.680, 0.030, -3.285], [-1.725, 0.370, 3.466], [-2.543, -0.833, 3.061], [-3.283, -1.525, 4.001], [-3.994, -2.657, 3.569], [-3.955, -3.043, 2.253], [-3.186, -2.282, 1.305], [-2.483, -1.194, 1.764], [-3.067, -2.577, -0.004], [-4.099, -3.662, -0.812], [-3.842, -3.563, -2.658], [-5.934, -3.318, -0.505], [-3.813, -5.474, -0.380], [-2.177, 0.882, 4.316], [-1.629, 1.076, 2.637], [-0.716, 0.063, 3.757], [-3.303, -1.200, 5.034], [-4.579, -3.230, 4.283], [-4.497, -3.921, 1.913], [-4.073, -2.560, -3.043], [-4.513, -4.283, -3.152], [-2.809, -3.809, -2.944], [-6.379, -2.803, -1.368], [-6.085, -2.679, 0.377], [-6.489, -4.251, -0.344], [-2.809, -5.799, -0.698], [-4.553, -6.103, -0.894], [-3.897, -5.665, 0.699], [-1.549, 1.317, -5.845], [-0.579, 0.492, -4.437], [1.108, 0.152, -5.208], [-1.402, -1.201, -4.367], [-0.689, 1.860, -3.082], [0.940, 2.855, -3.066], [2.446, 1.896, -2.530], [1.110, 3.419, -4.861], [1.060, 4.505, -2.191], [-1.590, 0.670, -6.736], [-1.119, 2.284, -6.146], [-2.585, 1.507, -5.517], [0.928, -0.145, -6.252], [1.624, -0.674, -4.704], [1.785, 1.012, -5.222], [-0.772, -1.883, -4.958], [-2.399, -1.181, -4.825], [-1.496, -1.628, -3.368], [-1.336, 2.591, -3.592], [2.655, 1.023, -3.165], [2.390, 1.553, -1.484], [3.324, 2.555, -2.584], [0.981, 2.624, -5.605], [2.102, 3.872, -5.017], [0.353, 4.192, -5.065], [1.170, 4.404, -1.105], [0.188, 5.136, -2.399], [1.955, 5.012, -2.579], [0.397, -0.720, -2.298], [0.737, -1.655, -2.300], [1.194, -0.203, -2.071], [2.726, -5.328, -1.126], [3.242, -3.990, -0.868], [4.514, -3.824, -0.378], [5.020, -2.615, -0.120], [4.185, -1.429, -0.352], [4.608, -0.302, -0.073], [2.910, -1.636, -0.847], [2.437, -2.865, -1.112], [1.286, -3.118, -1.593], [3.483, -5.928, -1.631], [1.852, -5.241, -1.755], [2.437, -5.833, -0.199], [5.068, -4.741, -0.222], [6.023, -2.487, 0.264]],
  "e_above_lowest_kcal_mol": 57.5,
  "charge": -1,
  "total_energy_ha": -2984.8821,
  "homo_lumo_gap_ev": 5.69
}

***

# 5
{
  "formula": "C3H8N3O2",
  "method": "ωB97M-V/def2-TZVPD",
  "symbols": ["C", "C", "C", "N", "N", "N", "O", "O", "H", "H", "H", "H", "H", "H", "H", "H"],
  "xyz": [[-1.033, 0.075, -1.104], [1.112, 0.661, -0.044], [0.267, -0.702, 1.686], [-0.462, 0.854, 0.021], [-1.958, 0.830, -1.819], [1.268, -0.675, 0.602], [-0.716, -1.103, -1.173], [-0.779, 0.046, 1.166], [1.366, 0.600, -1.045], [1.543, 1.572, 0.502], [-0.033, -1.790, 1.960], [0.528, -0.329, 2.609], [-1.911, 1.789, -1.567], [-2.515, 0.486, -2.570], [1.001, -1.363, -0.101], [2.320, -0.951, 0.880]],
  "e_above_lowest_kcal_mol": 64.3,
  "charge": 1,
  "total_energy_ha": -433.5213,
  "homo_lumo_gap_ev": 10.61,
  "smiles": "NC(=O)N1C[NH2+]CO1"
}

***

# 6
{
  "formula": "C3H7NO2",
  "method": "ωB97M-V/def2-TZVPD",
  "symbols": ["C", "C", "N", "C", "O", "O", "H", "H", "H", "H", "H", "H", "H"],
  "xyz": [[0.765, -1.002, 0.173], [-1.543, 0.296, 0.038], [1.505, 0.023, 0.779], [-0.341, -0.134, -0.762], [1.064, 1.366, -0.129], [-0.333, -0.306, -1.950], [1.783, 1.391, -0.776], [1.060, 0.340, 1.639], [1.376, -1.560, -0.536], [0.195, -1.615, 0.873], [-1.288, 0.522, 1.070], [-2.283, -0.504, 0.014], [-1.961, 1.183, -0.436]],
  "e_above_lowest_kcal_mol": 93.9,
  "charge": 0,
  "total_energy_ha": -323.6314,
  "homo_lumo_gap_ev": 9.71,
  "smiles": "CC(=O)CNO"
}